{
  "formula": "C26H32N2O6",
  "method": "ωB97M-V with the def2-TZVPD basis set",
  "elements": ["C", "C", "H", "H", "O", "C", "O", "C", "C", "C", "O", "N", "C", "C", "C", "C", "C", "C", "H", "H", "H", "H", "H", "C", "H", "H", "C", "N", "C", "O", "C", "C", "C", "O", "O", "C", "C", "H", "H", "H", "H", "H", "H", "H", "H", "H", "C", "C", "C", "C", "C", "C", "H", "H", "H", "H", "H", "H", "H", "H", "H", "H", "H", "H", "H", "H"],
  "xyz": [[-2.866, -5.494, -1.097], [-2.113, -4.463, -0.277], [-1.729, -4.893, 0.654], [-2.749, -3.606, -0.033], [-1.005, -3.990, -1.055], [-0.068, -3.304, -0.413], [-0.069, -3.100, 0.774], [1.006, -2.833, -1.374], [2.021, -1.919, -0.693], [1.773, -0.461, -1.033], [0.766, -0.079, -1.607], [2.766, 0.390, -0.693], [3.963, -0.021, -0.041], [3.963, -0.347, 1.308], [5.147, -0.724, 1.919], [6.325, -0.774, 1.192], [6.323, -0.442, -0.152], [5.145, -0.064, -0.771], [5.135, 0.192, -1.821], [7.240, -0.479, -0.722], [7.246, -1.070, 1.672], [5.148, -0.975, 2.968], [3.042, -0.289, 1.868], [2.623, 1.812, -0.941], [1.928, 1.939, -1.776], [3.600, 2.219, -1.211], [2.089, 2.561, 0.291], [0.681, 2.299, 0.517], [0.312, 1.340, 1.403], [1.134, 0.731, 2.062], [-1.175, 1.079, 1.524], [-1.516, -0.184, 0.729], [-2.992, -0.426, 0.550], [-3.465, -1.478, 0.196], [-3.727, 0.665, 0.786], [-5.140, 0.546, 0.625], [-5.797, -0.016, 1.878], [-5.438, -1.026, 2.061], [-5.558, 0.605, 2.738], [-6.874, -0.042, 1.746], [-5.346, -0.103, -0.233], [-5.489, 1.560, 0.418], [-1.084, -0.126, -0.276], [-1.076, -1.066, 1.202], [-1.406, 0.915, 2.578], [-1.752, 1.926, 1.158], [-0.233, 3.105, -0.219], [-0.502, 4.394, 0.231], [-1.370, 5.205, -0.478], [-1.967, 4.737, -1.637], [-1.691, 3.458, -2.089], [-0.822, 2.640, -1.387], [-0.594, 1.646, -1.737], [-2.152, 3.093, -2.995], [-2.646, 5.371, -2.187], [-1.582, 6.202, -0.123], [-0.037, 4.747, 1.140], [2.636, 2.236, 1.180], [2.228, 3.636, 0.146], [3.044, -2.183, -0.962], [1.916, -2.024, 0.391], [0.504, -2.299, -2.184], [1.483, -3.717, -1.799], [-3.719, -5.855, -0.529], [-2.219, -6.333, -1.341], [-3.219, -5.046, -2.021]],
  "forces_ev_per_angstrom": [[0.368, 0.315, 0.062], [-0.398, -0.176, 0.421], [-0.072, 0.079, -0.142], [0.175, -0.155, 0.010], [-0.090, -0.132, -0.379], [0.331, 0.107, -0.148], [-0.058, -0.016, 0.139], [-0.031, 0.180, 0.185], [-0.318, -0.167, -0.170], [0.353, -0.401, -0.008], [-0.334, 0.027, -0.134], [0.118, 0.258, -0.006], [0.260, -0.153, 0.199], [-0.042, 0.069, -0.069], [0.085, -0.048, 0.010], [0.057, -0.022, 0.062], [0.063, 0.021, -0.057], [-0.074, -0.008, 0.047], [-0.032, 0.024, -0.100], [0.071, -0.007, -0.044], [0.076, -0.024, 0.045], [-0.007, -0.029, 0.096], [-0.099, 0.019, 0.009], [-0.278, 0.446, 0.093], [0.157, 0.043, 0.042], [-0.071, -0.039, -0.027], [0.471, -0.188, -0.161], [0.191, 0.224, -0.154], [-0.587, 0.173, 0.206], [0.170, -0.377, 0.225], [0.080, -0.070, -0.011], [-0.046, 0.106, 0.093], [0.218, -0.174, -0.034], [-0.094, -0.037, -0.021], [0.125, 0.263, 0.131], [-0.511, -0.224, -0.078], [0.329, 0.103, -0.245], [-0.024, -0.076, 0.031], [-0.031, 0.051, 0.093], [-0.132, -0.006, 0.014], [0.020, 0.182, 0.096], [0.063, -0.126, -0.011], [-0.063, -0.066, 0.035], [-0.097, 0.070, -0.112], [0.066, 0.093, -0.028], [0.017, -0.104, 0.115], [-0.248, 0.163, -0.183], [0.014, -0.097, -0.036], [0.004, 0.075, 0.034], [-0.062, 0.030, -0.069], [-0.080, 0.076, -0.032], [0.081, -0.032, 0.078], [0.070, -0.100, 0.001], [-0.041, -0.038, -0.077], [-0.055, 0.052, -0.049], [-0.021, 0.077, 0.031], [0.055, 0.008, 0.092], [-0.023, 0.142, -0.101], [-0.008, -0.066, 0.052], [-0.028, 0.001, 0.071], [0.139, -0.009, -0.047], [0.043, -0.132, 0.009], [-0.029, -0.014, 0.001], [-0.099, -0.045, 0.048], [0.009, -0.113, -0.031], [-0.096, -0.005, -0.115]],
  "lowdin_charge": [-0.0636, -0.2141, 0.1249, 0.1008, 0.0092, -0.4910, 0.0997, -0.0615, -0.0630, -0.4126, 0.0359, -0.0008, -0.2417, -0.0089, -0.0635, -0.0882, -0.0813, -0.0194, 0.1196, 0.1022, 0.1011, 0.1062, 0.0980, -0.0888, 0.1240, 0.1280, -0.0895, 0.0022, -0.4317, 0.0569, -0.0631, -0.0517, -0.4656, 0.1014, -0.0111, -0.2138, -0.0605, 0.0751, 0.0775, 0.0764, 0.1208, 0.1233, 0.1150, 0.1219, 0.1357, 0.1082, -0.2376, -0.0150, -0.0786, -0.0879, -0.0649, -0.0065, 0.0955, 0.1057, 0.1011, 0.1027, 0.1214, 0.1256, 0.1295, 0.1264, 0.1243, 0.1240, 0.1288, 0.0760, 0.0749, 0.0762],
  "total_energy_ev": -42748.831,
  "charge": 0
}